Below is the ion C5H6N4S with charge +2 at a distorted geometry, with properties calculated with ωB97M-V/def2-TZVPD.

Results
**Max |F|**: 4.48 eV/Å
**Gap between HOMO and LUMO**: 8.768 eV
**HOMO energy**: -18.64 eV
**Relative energy (zero: lowest compared OMol25 entry of this formula, charge and spin)**: 1.8 kJ/mol
**Charge**: +2

Element x y z (Å)
C  0.59250  1.08962  0.30362
C  -1.07101  -1.77366  1.25233
C  0.45203  0.81602  -1.99461
C  -0.43910  -0.89710  -0.62969
C  0.03400  -0.10335  0.53684
N  0.86270  1.44116  -0.95781
N  -0.40669  -0.73796  1.62352
N  -1.20216  -1.83147  -0.08091
N  -0.23714  -0.38983  -1.86307
S  1.44527  2.72353  1.56730
H  0.72397  2.23499  2.73536
H  -1.55507  -2.47552  1.89974
H  0.84310  1.23516  -2.92399
H  -1.84611  -2.48871  -0.44409
H  -0.63924  -0.62708  -2.75535
H  2.44293  1.78420  1.73079